[1]
Entry from OMol25: a structure of composition C30H28N2ReSi at a distorted geometry (the ωB97M-V functional and the def2-TZVPD basis).

Last column: Löwdin charge in e.
Cartesian coordinates (Å):
C -1.61 -3.00 -0.85  -0.24
C -2.54 -1.92 -0.93  -0.17
C -2.06 -0.98 -1.89  -0.27
H -3.48 -1.92 -0.37  0.15
C -0.76 -1.45 -2.40  -0.20
C -0.58 -2.76 -1.80  -0.20
H 0.12 -3.56 -2.11  0.13
H -1.91 -3.99 -0.50  0.13
H -2.63 -0.11 -2.28  0.12
H -0.18 -1.01 -3.18  0.12
Re -0.62 -1.24 -0.35  1.34
C 2.93 2.27 -0.66  -0.04
H 2.62 3.15 -1.26  0.02
H 2.73 1.39 -1.28  0.01
H 2.35 2.29 0.29  0.02
Si -1.08 1.27 -0.35  0.75
C -1.90 2.67 0.86  -0.35
C -3.32 2.76 0.90  -0.14
H -3.93 2.03 0.33  0.10
C -3.96 3.77 1.66  -0.06
H -5.07 3.78 1.68  0.12
C -3.22 4.73 2.38  -0.05
H -3.74 5.51 2.98  0.13
C -1.82 4.68 2.28  -0.06
H -1.24 5.44 2.81  0.11
C -1.18 3.67 1.53  -0.11
H -0.09 3.67 1.52  0.10
C -0.98 2.73 -1.75  -0.22
C -1.76 3.91 -1.81  0.00
H -2.51 4.07 -1.04  0.11
C -1.67 4.81 -2.90  -0.01
H -2.33 5.69 -2.91  0.13
C -0.82 4.53 -3.98  0.01
H -0.75 5.23 -4.83  0.14
C -0.16 3.29 -3.99  -0.01
H 0.37 2.97 -4.90  0.13
C -0.24 2.42 -2.89  -0.10
H 0.20 1.43 -2.96  0.08
H -2.47 0.86 -0.79  -0.02
H 3.93 2.52 -0.53  -0.01
C 1.65 -0.21 3.02  -0.01
C 0.69 -0.52 2.06  -0.17
N 0.77 -1.63 1.35  -0.04
C 1.64 -2.63 1.71  -0.10
C 2.67 -2.36 2.64  -0.14
C 2.66 -1.12 3.28  0.05
C 3.70 -3.32 2.86  0.01
C 3.69 -4.57 2.26  0.02
C 2.62 -4.92 1.37  -0.12
C 2.58 -6.16 0.68  0.02
C 1.53 -6.42 -0.19  -0.01
C 0.53 -5.43 -0.36  -0.10
N 0.59 -4.23 0.23  0.06
C 1.56 -3.96 1.11  -0.13
H 1.60 0.77 3.49  0.13
H -0.18 0.15 1.80  0.05
H 3.47 -0.89 3.96  0.14
H 4.50 -3.07 3.56  0.13
H 4.48 -5.32 2.45  0.14
H 3.41 -6.87 0.84  0.14
H 1.46 -7.34 -0.78  0.13
H -0.31 -5.60 -1.04  0.12

Computed properties:
- net charge = +2
- lowest unoccupied orbital energy (spin up / spin down) (eV) = -7.03 / -9.57
- 2S+1 = 4
- ΔE to the lowest compared entry with this formula, charge and spin (eV) = 0.096
- total energy (hartree) = -1636.486197
- highest occupied orbital energy (spin up / spin down) (Eh) = -0.512 / -0.511
- orbital gap (spin up / spin down) (eV) = 6.908 / 4.334



[2]
Entry from OMol25: a cluster of 2 separate species, C30H29BF4O2S in total at a distorted geometry (the ωB97M-V functional and the def2-TZVPD basis).

Last column: Löwdin charge in e.
Cartesian coordinates (Å):
C -0.25 -4.84 1.12  -0.01
C -0.57 -3.38 0.84  -0.43
C 0.06 -2.52 1.93  -0.02
O 0.10 -3.08 -0.41  0.12
B -0.75 -2.18 -1.01  -0.53
C -0.16 -0.73 -1.55  -0.05
C -1.25 0.21 -1.95  -0.16
C -1.21 1.60 -1.75  0.02
C -2.15 2.41 -2.38  -0.22
F -2.01 3.79 -2.28  0.03
C -3.20 1.92 -3.15  0.06
C -3.24 0.54 -3.31  -0.23
F -4.23 -0.01 -4.09  0.04
C -2.32 -0.32 -2.71  0.04
C 1.22 -0.20 -1.30  -0.16
C 2.13 -0.89 -0.49  0.03
C 3.47 -0.51 -0.49  -0.24
F 4.34 -1.16 0.36  0.03
C 3.98 0.50 -1.31  0.06
C 3.06 1.14 -2.13  -0.24
F 3.50 2.09 -3.02  0.04
C 1.69 0.86 -2.10  0.04
O -2.08 -2.29 -0.67  0.13
C -2.10 -3.03 0.57  -0.43
C -2.98 -4.25 0.37  -0.02
C -2.78 -2.14 1.61  0.00
H -0.71 -5.14 2.07  0.10
H -0.61 -5.48 0.31  0.09
H 0.83 -4.96 1.21  0.10
H -0.40 -2.69 2.91  0.10
H 1.13 -2.77 2.03  0.11
H 0.00 -1.44 1.69  0.08
H -0.01 -1.39 -2.47  0.19
H -0.42 2.03 -1.13  0.08
H -3.92 2.58 -3.63  0.13
H -2.40 -1.38 -2.89  0.13
H 1.80 -1.75 0.09  0.11
H 5.03 0.78 -1.30  0.13
H 1.03 1.39 -2.77  0.13
H -3.10 -4.79 1.32  0.10
H -3.97 -3.94 0.03  0.10
H -2.55 -4.93 -0.38  0.09
H -2.78 -2.63 2.59  0.10
H -2.31 -1.15 1.70  0.08
H -3.83 -1.98 1.32  0.10
C 0.78 0.00 4.49  -0.10
C 0.55 0.68 3.20  -0.60
C -0.66 1.06 2.64  -0.13
C -0.52 1.90 1.51  -0.10
C 0.81 2.12 1.16  -0.45
C 1.38 3.22 0.42  -0.26
C 0.57 4.12 -0.30  -0.05
C 1.14 4.89 -1.32  -0.07
C 2.52 4.86 -1.53  -0.09
C 3.35 4.11 -0.68  -0.09
C 2.78 3.35 0.34  -0.08
S 1.87 1.20 2.23  1.12
H -0.10 0.12 5.14  0.09
H 0.94 -1.08 4.33  0.07
H 1.65 0.42 5.00  0.08
H -1.61 0.77 3.09  0.11
H -1.35 2.36 1.00  0.11
H -0.50 4.17 -0.07  0.11
H 0.49 5.50 -1.95  0.11
H 2.96 5.41 -2.35  0.10
H 4.43 4.11 -0.81  0.11
H 3.42 2.79 1.03  0.08

Computed properties:
- net charge = 0
- lowest unoccupied orbital energy (eV) = 0.20
- ΔE to the lowest compared entry with this formula, charge and spin (eV) = 0.262
- total energy (hartree) = -2133.623355
- highest occupied orbital energy (Eh) = -0.283
- orbital gap (eV) = 7.901



[3]
Entry from OMol25: a structure of composition C30H29BN6O4S2W at a distorted geometry (the ωB97M-V functional and the def2-TZVPD basis).

Last column: Löwdin charge in e.
Cartesian coordinates (Å):
W -0.41 -0.27 -0.03  1.52
O -2.35 -0.75 -0.20  -0.25
C -3.28 -1.35 0.51  -0.31
C -4.46 -1.75 -0.13  0.00
C -5.46 -2.38 0.58  -0.08
C -5.32 -2.64 1.95  -0.10
C -4.17 -2.24 2.59  -0.04
C -3.14 -1.60 1.89  -0.15
C -1.97 -1.18 2.62  -0.05
N -0.93 -0.60 2.12  -0.10
N 0.03 -0.27 3.08  0.10
C 1.04 0.28 2.46  -0.43
O 1.04 0.48 1.18  -0.32
C 2.26 0.68 3.20  -0.15
C 2.27 0.74 4.59  -0.03
C 3.43 1.13 5.24  -0.08
C 4.56 1.47 4.52  -0.09
C 4.55 1.41 3.13  -0.07
C 3.39 1.02 2.46  -0.02
H -4.56 -1.54 -1.18  0.12
H -6.36 -2.68 0.07  0.10
H -6.11 -3.13 2.49  0.10
H -4.05 -2.42 3.65  0.11
H -1.97 -1.34 3.69  0.13
H 1.38 0.47 5.14  0.11
H 3.44 1.18 6.32  0.10
H 5.46 1.78 5.03  0.10
H 5.43 1.67 2.56  0.11
H 3.36 0.99 1.38  0.09
C -0.72 -4.53 -0.80  0.01
C -0.58 -3.08 -1.14  -0.32
O -0.16 -2.33 -0.22  -0.14
C -0.95 -2.61 -2.47  -0.09
C -1.29 -3.57 -3.45  -0.03
C -1.62 -3.23 -4.73  -0.09
C -1.63 -1.86 -5.08  -0.07
C -1.30 -0.90 -4.17  -0.01
C -0.94 -1.23 -2.83  -0.33
O -0.64 -0.23 -2.05  -0.29
H -0.50 -4.66 0.26  0.09
H -0.03 -5.14 -1.38  0.10
H -1.73 -4.88 -1.00  0.10
H -1.29 -4.62 -3.18  0.10
H -1.88 -3.98 -5.46  0.10
H -1.90 -1.57 -6.09  0.11
H -1.30 0.15 -4.42  0.12
C -1.28 3.10 2.81  -0.03
N -0.07 3.30 2.03  -0.11
C 1.10 3.84 2.52  -0.04
C 1.99 3.78 1.50  -0.07
N 1.38 3.21 0.41  0.02
B 2.30 3.04 -0.88  -0.42
N 1.74 2.24 -2.09  0.00
C 1.40 2.87 -3.26  -0.06
C 1.44 1.97 -4.27  -0.05
N 1.81 0.77 -3.71  -0.12
C 2.10 -0.45 -4.42  -0.04
C 1.94 0.93 -2.37  -0.71
S 2.23 -0.37 -1.31  0.70
C 0.12 2.93 0.75  -0.68
S -1.09 2.15 -0.21  0.69
H -0.99 2.80 3.82  0.09
H -1.87 2.31 2.35  0.05
H -1.87 4.02 2.85  0.09
H 1.19 4.18 3.53  0.13
H 3.02 4.07 1.46  0.13
H 2.51 4.16 -1.29  0.08
H 3.30 2.51 -0.48  0.07
H 1.19 3.93 -3.28  0.12
H 1.27 2.08 -5.33  0.12
H 1.81 -0.31 -5.46  0.09
H 1.54 -1.28 -4.00  0.07
H 3.16 -0.68 -4.36  0.09

Computed properties:
- net charge = 0
- lowest unoccupied orbital energy (spin up / spin down) (eV) = -0.29 / -0.69
- 2S+1 = 3
- ΔE to the lowest compared entry with this formula, charge and spin (eV) = 0.483
- total energy (hartree) = -2678.605535
- highest occupied orbital energy (spin up / spin down) (Eh) = -0.260 / -0.278
- orbital gap (spin up / spin down) (eV) = 6.777 / 6.880



[4]
Entry from OMol25: a cluster of 2 separate species, C30H29BNO7 in total at a distorted geometry (the ωB97M-V functional and the def2-TZVPD basis).

Last column: Löwdin charge in e.
Cartesian coordinates (Å):
C 3.32 2.02 5.59  -0.02
C 2.84 2.31 4.23  -0.31
C 3.05 3.24 3.22  -0.01
C 2.31 2.78 2.06  -0.03
C 1.73 1.56 2.37  -0.09
B 1.70 -0.16 1.70  -0.63
N 2.74 -1.33 1.78  -0.08
C 4.28 -1.10 1.88  0.08
C 2.29 -2.28 2.84  0.02
C 1.27 -1.52 3.69  -0.32
O 1.04 -1.55 4.88  0.17
O 0.66 -0.63 2.73  0.01
C 2.30 -1.83 0.37  0.04
C 2.75 -0.62 -0.41  -0.44
O 3.50 -0.49 -1.36  0.16
O 2.18 0.42 0.31  0.07
O 2.08 1.31 3.69  -0.03
H 4.03 2.84 5.82  0.10
H 2.55 1.93 6.37  0.10
H 3.83 1.03 5.54  0.09
H 3.70 4.11 3.31  0.11
H 2.19 3.28 1.08  0.12
H 4.76 -2.03 1.48  0.13
H 4.67 -0.19 1.35  0.13
H 4.55 -0.99 2.96  0.12
H 1.81 -3.02 2.20  0.13
H 3.06 -2.87 3.35  0.15
H 2.72 -2.84 0.21  0.18
H 1.24 -1.77 0.32  0.10
C -2.82 -5.85 0.64  0.00
O -2.89 -4.66 1.53  -0.05
C -2.45 -3.43 1.19  -0.22
C -2.60 -2.38 2.16  0.05
C -1.86 -1.21 2.00  0.05
C -1.12 -0.99 0.79  -0.14
C -0.11 0.04 0.47  0.07
C -0.27 0.60 -0.88  -0.19
C -1.17 1.69 -0.91  0.00
C -1.41 2.43 -2.04  0.00
C -0.68 2.12 -3.19  -0.23
O -0.92 2.77 -4.40  0.01
C -2.22 2.91 -4.88  -0.24
C -2.32 3.75 -6.01  -0.01
C -3.50 3.77 -6.76  -0.07
C -4.58 2.96 -6.36  -0.09
C -4.50 2.17 -5.21  -0.08
C -3.31 2.14 -4.44  -0.02
C 0.13 0.98 -3.23  0.03
C 0.28 0.17 -2.13  -0.02
C -1.32 -1.92 -0.28  0.02
C -2.02 -3.09 -0.11  0.02
H -3.18 -6.62 1.35  0.10
H -3.49 -5.77 -0.25  0.11
H -1.78 -6.12 0.33  0.11
H -3.13 -2.67 3.08  0.14
H -1.76 -0.52 2.84  0.14
H 0.09 0.83 1.19  0.12
H -1.67 1.99 0.02  0.14
H -2.15 3.23 -2.13  0.14
H -1.45 4.35 -6.27  0.12
H -3.53 4.39 -7.67  0.11
H -5.49 2.95 -6.98  0.10
H -5.34 1.54 -4.88  0.11
H -3.26 1.53 -3.51  0.11
H 0.64 0.76 -4.18  0.14
H 0.85 -0.77 -2.28  0.13
H -0.75 -1.88 -1.21  0.12
H -2.09 -3.80 -0.94  0.13

Computed properties:
- net charge = +1
- lowest unoccupied orbital energy (eV) = -5.75
- ΔE to the lowest compared entry with this formula, charge and spin (eV) = 0.000
- total energy (hartree) = -1766.435597
- highest occupied orbital energy (Eh) = -0.375
- orbital gap (eV) = 4.448



> What is the total energy in the second record?

-2133.623355 hartree



> Among the records above, which one has the lowest ΔE to the lowest compared entry with this formula, charge and spin?

C30H29BNO7